Computed, not measured: a cluster of 3 separate species, C3H10O3 in total at a distorted geometry, with ωB97M-V/def2-TZVPD.

Cartesian coordinates (Å):
C1 0.252 1.588 -1.195
C2 -0.596 0.396 -0.875
C3 -0.094 -0.796 -0.642
O1 -0.833 -1.880 -0.236
H1 -0.048 2.423 -0.568
H2 0.080 1.906 -2.215
H3 1.309 1.412 -0.988
H4 -1.671 0.506 -0.756
H5 0.956 -1.024 -0.799
H6 -0.376 -2.694 -0.470
H7 -2.480 -1.085 1.126
H8 -2.404 0.370 1.499
O2 -2.986 -0.395 1.575
H9 3.257 -0.968 1.568
H10 2.618 0.373 1.849
O3 3.016 -0.131 1.127

Calculated values
Structure (SMILES)   C/C=C/O.O.O
HOMO   -0.3287 hartree
Kohn-Sham gap   9.457 eV
2S+1   1
Net charge   0

=====

Computed, not measured: a structure of composition C5H6NO at a distorted geometry, with ωB97M-V/def2-TZVPD.

Cartesian coordinates (Å):
C1 -1.885 1.831 -2.089
C2 -2.246 1.285 -0.986
C3 -1.316 -0.035 0.121
C4 -0.868 -1.005 1.036
C5 0.596 1.065 -1.074
N1 -0.767 0.814 -0.764
O1 -2.621 0.396 -0.008
H1 -0.016 -0.756 1.633
H2 -0.290 -1.825 0.606
H3 -1.755 -1.353 1.428
H4 1.318 1.197 -0.218
H5 0.728 2.006 -1.762
H6 1.045 0.283 -1.674

Calculated values
HOMO   -0.5778 hartree
Kohn-Sham gap   9.766 eV
2S+1   1
Net charge   +1

=====

Computed, not measured: the ion C9H17N4OS with charge +1 at a distorted geometry, with ωB97M-V/def2-TZVPD.

Cartesian coordinates (Å):
C1 0.038 0.658 -0.143
C2 -2.197 -0.341 0.003
C3 -0.496 -2.130 0.250
C4 1.439 2.713 -0.113
C5 -0.701 2.483 1.206
C6 -0.635 2.644 -1.328
C7 2.275 -0.282 -0.842
C8 1.155 -4.128 1.013
C9 0.077 2.083 -0.075
N1 0.602 -1.553 -0.008
N2 -1.889 -1.579 0.127
N3 0.902 -0.274 -0.346
N4 -2.871 -2.626 0.026
O1 -3.038 0.417 -0.302
S1 -0.576 -3.819 0.626
H1 1.642 3.029 -1.280
H2 1.415 3.554 0.453
H3 2.224 2.030 0.184
H4 -0.439 3.486 1.570
H5 -0.413 1.761 2.039
H6 -1.720 2.381 1.008
H7 -0.558 3.675 -1.291
H8 -1.622 2.397 -1.413
H9 -0.104 2.038 -2.215
H10 2.438 -1.270 -1.149
H11 3.025 -0.052 -0.081
H12 2.304 0.499 -1.539
H13 1.822 -3.808 0.295
H14 1.377 -5.243 1.071
H15 1.424 -3.710 1.959
H16 -3.663 -2.253 -0.591
H17 -3.236 -2.779 0.886

Calculated values
HOMO (alpha / beta)   -0.4644 / -0.4645 hartree
Kohn-Sham gap (alpha / beta)   8.687 / 8.688 eV
2S+1   1
Net charge   +1

=====

Computed, not measured: a cluster of 14 separate species, C6H42N2O13 in total at a distorted geometry, with ωB97M-V/def2-TZVPD.

Cartesian coordinates (Å):
C1 2.748 -1.970 -2.099
N1 1.735 -1.868 -1.061
C2 1.428 -3.137 -0.424
C3 -0.050 -1.337 -2.741
C4 0.606 -1.009 -1.385
C5 -0.369 -0.973 -0.177
N2 -0.861 0.395 -0.076
C6 -1.532 0.738 1.175
H1 2.995 -0.935 -2.366
H2 3.631 -2.486 -1.780
H3 2.434 -2.407 -3.059
H4 2.115 -3.956 -0.661
H5 0.492 -3.610 -0.746
H6 1.540 -3.022 0.648
H7 0.582 -0.853 -3.489
H8 0.052 -2.404 -2.962
H9 -1.052 -0.965 -2.920
H10 0.889 0.041 -1.505
H11 0.073 -1.390 0.738
H12 -1.112 -1.748 -0.390
H13 0.020 0.894 -0.033
H14 -2.613 0.718 1.092
H15 -1.185 1.687 1.548
H16 -1.325 -0.012 1.955
H17 -3.260 -0.886 1.144
H18 -3.971 -2.171 0.649
O1 -3.808 -1.631 1.424
H19 2.161 2.594 2.313
H20 3.329 1.924 1.721
O2 3.090 2.768 2.131
H21 -1.559 -3.995 -0.734
H22 -2.633 -3.547 0.161
O3 -2.388 -3.501 -0.772
H23 1.658 -1.620 3.912
H24 1.549 -0.218 3.285
O4 1.051 -0.892 3.756
H25 -3.961 0.563 -1.414
H26 -4.491 1.819 -0.707
O5 -3.776 1.166 -0.664
H27 1.800 2.252 -1.096
H28 2.854 1.437 -1.808
O6 2.764 2.062 -1.077
H29 -1.602 2.423 -2.905
H30 -2.746 2.214 -1.965
O7 -2.532 2.674 -2.799
H31 0.035 1.794 4.557
H32 -0.877 1.398 3.391
O8 -0.378 2.143 3.751
H33 0.266 4.392 1.154
H34 0.258 3.172 1.835
O9 0.404 3.465 0.913
H35 3.194 -2.995 1.920
H36 3.578 -1.648 1.649
O10 3.305 -2.176 2.421
H37 -3.182 -1.633 -2.018
H38 -3.930 -0.994 -3.178
O11 -3.971 -1.101 -2.212
H39 3.009 0.744 -0.125
H40 2.394 -0.587 0.169
O12 3.032 0.026 0.564
H41 0.417 3.772 -1.517
H42 -0.533 2.593 -1.085
O13 0.085 2.904 -1.753

Calculated values
HOMO   -0.3434 hartree
Kohn-Sham gap   9.383 eV
2S+1   1
Net charge   0

=====

Computed, not measured: a structure of composition C51H58BaN6O2Si at a distorted geometry, with ωB97M-V/def2-TZVPD.

Cartesian coordinates (Å):
Ba1 0.287 -0.272 -0.051
C1 3.343 1.310 2.182
C2 3.023 0.444 3.398
C3 2.584 -0.970 3.090
C4 1.891 -1.702 4.051
C5 1.581 -3.026 3.796
C6 1.948 -3.577 2.577
C7 2.610 -2.766 1.671
N1 2.931 -1.498 1.919
N2 2.225 2.063 1.609
C8 1.535 2.919 2.570
C9 0.449 2.198 3.333
C10 0.320 2.320 4.712
C11 -0.707 1.646 5.353
C12 -1.573 0.871 4.599
C13 -1.376 0.816 3.228
N3 -0.396 1.470 2.606
C14 2.763 2.828 0.480
C15 1.750 3.664 -0.254
C16 1.833 5.051 -0.256
C17 0.910 5.784 -0.988
C18 -0.070 5.107 -1.692
C19 -0.077 3.721 -1.633
N4 0.808 3.013 -0.938
H1 3.702 0.644 1.398
H2 4.164 1.999 2.447
H3 2.275 0.901 4.040
H4 3.937 0.367 3.996
H5 1.606 -1.236 4.986
H6 1.058 -3.620 4.536
H7 1.714 -4.602 2.324
H8 2.901 -3.148 0.697
H9 1.036 3.711 2.008
H10 2.233 3.401 3.273
H11 1.024 2.923 5.272
H12 -0.823 1.722 6.427
H13 -2.389 0.327 5.054
H14 -2.039 0.232 2.599
H15 3.164 2.103 -0.231
H16 3.587 3.484 0.811
H17 2.611 5.548 0.310
H18 0.959 6.865 -1.004
H19 -0.822 5.631 -2.265
H20 -0.829 3.152 -2.168
C20 -1.164 -3.841 2.790
C21 -0.398 -3.205 1.649
O1 -0.288 -1.973 1.659
C22 0.178 -4.067 0.632
C23 0.035 -5.467 0.716
C24 0.638 -6.318 -0.172
C25 1.431 -5.780 -1.199
C26 1.583 -4.426 -1.325
C27 0.948 -3.508 -0.440
O2 1.082 -2.242 -0.613
H21 -1.525 -3.051 3.445
H22 -0.521 -4.519 3.354
H23 -2.016 -4.405 2.411
H24 -0.568 -5.892 1.508
H25 0.509 -7.388 -0.087
H26 1.922 -6.444 -1.900
H27 2.190 -4.005 -2.119
C28 0.695 -1.294 -3.782
N5 1.538 -0.199 -3.312
C29 1.030 1.081 -3.784
C30 2.906 -0.420 -3.757
C31 3.982 0.456 -3.130
N6 4.205 0.283 -1.701
C32 4.351 -1.119 -1.326
C33 5.397 1.027 -1.331
H28 0.797 -1.459 -4.866
H29 -0.352 -1.075 -3.565
H30 0.962 -2.210 -3.253
H31 1.107 1.176 -4.881
H32 1.577 1.900 -3.319
H33 -0.017 1.178 -3.498
H34 2.975 -0.258 -4.848
H35 3.151 -1.468 -3.580
H36 3.757 1.512 -3.307
H37 4.912 0.232 -3.685
H38 5.106 -1.637 -1.944
H39 3.394 -1.631 -1.413
H40 4.660 -1.174 -0.283
H41 6.298 0.657 -1.848
H42 5.567 0.946 -0.257
H43 5.273 2.082 -1.585
C34 -4.182 4.780 -0.765
C35 -3.214 4.354 0.135
C36 -2.761 3.042 0.096
C37 -3.264 2.116 -0.824
C38 -4.252 2.564 -1.705
C39 -4.702 3.879 -1.684
Si1 -2.597 0.312 -0.789
C40 -3.668 -0.463 0.602
C41 -4.469 0.287 1.469
C42 -5.163 -0.307 2.516
C43 -5.091 -1.679 2.711
C44 -4.305 -2.448 1.863
C45 -3.592 -1.842 0.838
C46 -3.300 -0.422 -2.421
C47 -4.139 -1.534 -2.513
C48 -4.494 -2.082 -3.740
C49 -4.023 -1.524 -4.919
C50 -3.208 -0.401 -4.858
C51 -2.856 0.132 -3.628
H44 -4.529 5.806 -0.749
H45 -2.806 5.048 0.861
H46 -1.998 2.722 0.802
H47 -4.678 1.873 -2.424
H48 -5.471 4.199 -2.378
H49 -4.551 1.358 1.321
H50 -5.772 0.301 3.174
H51 -5.650 -2.150 3.511
H52 -4.254 -3.522 2.001
H53 -2.950 -2.452 0.206
H54 -4.535 -1.980 -1.608
H55 -5.140 -2.952 -3.778
H56 -4.291 -1.952 -5.877
H57 -2.841 0.049 -5.774
H58 -2.222 1.015 -3.599

Calculated values
HOMO   -0.2199 hartree
Kohn-Sham gap   6.115 eV
2S+1   1
Net charge   0

=====

Computed, not measured: a cluster of 2 separate species, C4H12NS in total, with ωB97M-V/def2-TZVPD.

Cartesian coordinates (Å):
C1 -0.582 1.964 -1.121
C2 -0.742 1.526 0.323
N1 -1.492 0.282 0.401
C3 -1.517 -0.249 1.755
H1 -0.039 2.908 -1.188
H2 -1.553 2.055 -1.610
H3 0.002 1.196 -1.635
H4 -1.297 2.280 0.896
H5 0.261 1.412 0.761
H6 -1.036 -0.417 -0.187
H7 -1.894 -1.272 1.726
H8 -0.522 -0.280 2.220
H9 -2.184 0.351 2.384
C4 2.609 -2.424 -0.977
S1 1.285 -1.297 -0.452
H10 2.932 -3.083 -0.165
H11 2.278 -3.067 -1.801
H12 3.493 -1.887 -1.330

Calculated values
HOMO   -0.0894 hartree
Kohn-Sham gap   6.673 eV
2S+1   1
Net charge   -1